{"formula": "C44H82FNO9P", "method": "ωB97M-V/def2-TZVPD", "gap_ev": 6.25, "homo_ev": -5.211, "total_charge": -1, "species": ["C", "C", "N", "C", "C", "C", "C", "C", "C", "C", "C", "C", "C", "C", "C", "F", "C", "C", "O", "O", "C", "O", "C", "C", "P", "C", "C", "C", "C", "C", "O", "H", "H", "H", "H", "H", "H", "H", "H", "H", "H", "H", "H", "H", "H", "H", "H", "H", "H", "H", "H", "H", "H", "H", "H", "H", "H", "H", "H", "H", "H", "H", "H", "C", "C", "O", "C", "C", "H", "H", "H", "H", "H", "H", "H", "H", "H", "H", "C", "C", "O", "C", "C", "H", "H", "H", "H", "H", "H", "H", "H", "H", "H", "C", "C", "O", "C", "C", "H", "H", "H", "H", "H", "H", "H", "H", "H", "H", "C", "C", "O", "C", "C", "H", "H", "H", "H", "H", "H", "H", "H", "H", "H", "C", "C", "O", "C", "C", "H", "H", "H", "H", "H", "H", "H", "H", "H", "H"], "coordinates": [[-0.214035, -0.842495, 1.820149], [0.317006, 0.047112, 0.551883], [0.411157, -0.684058, -0.763407], [-0.873333, -1.373967, -1.163555], [-1.983245, -0.439024, -1.977086], [-1.666177, 1.143460, -2.249997], [-0.301786, 1.461782, -3.090896], [0.109014, 0.372697, -4.235436], [0.204826, 1.190835, -5.691526], [1.643622, -0.124576, -3.910464], [-3.351515, -1.227777, -2.444852], [-3.640089, -2.842600, -2.098882], [-2.556336, -3.776638, -1.230634], [-2.829230, -5.327253, -0.835890], [-2.453037, -5.712029, 0.750924], [-4.190068, -5.854165, -1.003519], [-1.144353, -2.985827, -0.804373], [0.117387, -3.698880, -0.013229], [1.170888, -4.065351, -0.792807], [0.184979, -4.004774, 1.421050], [-5.064177, -3.392539, -2.695984], [-5.287956, -4.501622, -3.391604], [-6.358587, -2.349546, -2.495623], [-6.079769, -0.889654, -2.812250], [-7.518707, 0.369941, -2.638628], [-6.966411, 1.997527, -1.805592], [-5.781133, 1.685367, -0.685078], [-9.056268, -0.405348, -1.814013], [-9.954172, -1.338375, -2.870376], [-4.546416, -0.390363, -3.267888], [-4.312762, 0.523761, -4.209769], [0.675566, -1.550110, 2.183540], [-1.220550, -1.413344, 1.647710], [-0.397748, -0.086860, 2.718491], [1.429031, 0.384159, 0.826727], [-0.313275, 1.036576, 0.534204], [1.251931, -1.294092, -0.844515], [-2.535931, 1.749965, -2.754370], [-1.520037, 1.641679, -1.174613], [0.543734, 1.699647, -2.299388], [-0.491088, 2.494311, -3.659634], [-0.654880, -0.491893, -4.419819], [0.844852, 2.168467, -5.585980], [-0.930127, 1.452931, -5.951291], [0.583109, 0.462591, -6.527575], [2.290880, 0.017361, -4.903311], [2.196241, 0.517807, -3.089157], [1.724102, -1.253573, -3.593684], [-2.113973, -5.993622, -1.518523], [-2.392379, -4.710640, 1.382388], [-1.329067, -6.110140, 0.698675], [-3.175719, -6.511739, 1.206943], [-7.430194, -2.695758, -2.168758], [-7.891614, 2.416123, -1.202582], [-6.626165, 2.834181, -2.562947], [-5.611203, 2.673860, -0.046824], [-4.735469, 1.437112, -1.167979], [-6.126438, 0.767005, -0.031453], [-9.793828, 0.392632, -1.373277], [-8.661236, -1.049795, -0.899502], [-11.015312, -1.594517, -2.429253], [-10.030363, -0.770522, -3.917689], [-9.423763, -2.376751, -3.097368], [2.811683, 5.213777, -5.182964], [3.630902, 5.535199, -3.943981], [3.117540, 4.940132, -2.754730], [3.044021, 3.515587, -2.736308], [4.392306, 2.838093, -2.915095], [1.771502, 5.526146, -5.047272], [3.222775, 5.731427, -6.055346], [2.805578, 4.143166, -5.402099], [3.614504, 6.616918, -3.784202], [4.680856, 5.259353, -4.082498], [2.323525, 3.166099, -3.481581], [2.638174, 3.237483, -1.759627], [4.839209, 3.067488, -3.885538], [4.283345, 1.751271, -2.845213], [5.094400, 3.171101, -2.143363], [5.695019, -0.202770, -0.237636], [5.021877, -0.451342, 1.101991], [3.856449, -1.266789, 1.008265], [4.039987, -2.581862, 0.486757], [4.997583, -3.429598, 1.307239], [4.993107, 0.256429, -0.940785], [6.554214, 0.463843, -0.113458], [6.054166, -1.129319, -0.692376], [4.699198, 0.508366, 1.515214], [5.725127, -0.877697, 1.824032], [4.353547, -2.531393, -0.560058], [3.055964, -3.058966, 0.492164], [6.005612, -3.008007, 1.322784], [5.063431, -4.439386, 0.890192], [4.655036, -3.499808, 2.345090], [-0.054026, -3.532191, 5.270581], [0.327688, -2.083493, 5.525686], [-0.783796, -1.191355, 5.500086], [-1.814032, -1.430367, 6.457458], [-1.332501, -1.351427, 7.896462], [-0.568923, -3.630177, 4.309727], [0.839703, -4.163891, 5.256019], [-0.724400, -3.919750, 6.041727], [1.008999, -1.756446, 4.735262], [0.874932, -1.979499, 6.467700], [-2.301092, -2.388754, 6.255080], [-2.572146, -0.658464, 6.298125], [-0.582543, -2.114507, 8.118665], [-2.170543, -1.494961, 8.585678], [-0.877002, -0.375600, 8.095674], [5.221559, 10.015818, -6.634408], [5.420184, 8.694297, -5.910779], [6.757480, 8.205570, -5.979662], [7.769707, 9.039681, -5.418654], [7.572391, 9.317456, -3.937863], [5.515778, 9.926473, -7.684843], [4.171179, 10.320150, -6.588660], [5.820771, 10.816632, -6.194057], [4.786551, 7.938041, -6.382480], [5.095363, 8.762589, -4.867942], [7.849653, 9.969951, -5.988649], [8.717986, 8.511913, -5.553508], [6.644335, 9.860934, -3.744347], [8.400129, 9.920060, -3.551010], [7.527256, 8.379556, -3.374208], [-1.254026, -7.052922, 8.532167], [-0.872312, -5.604224, 8.787272], [-1.983796, -4.712087, 8.761672], [-3.014032, -4.951099, 9.719044], [-2.532501, -4.872158, 11.158047], [-1.768923, -7.150908, 7.571312], [-0.360297, -7.684622, 8.517604], [-1.924400, -7.440481, 9.303312], [-0.191001, -5.277178, 7.996848], [-0.325068, -5.500230, 9.729286], [-3.501092, -5.909486, 9.516665], [-3.772146, -4.179196, 9.559711], [-1.782543, -5.635239, 11.380250], [-3.370543, -5.015692, 11.847263], [-2.077002, -3.896332, 11.357259]], "forces_ev_per_angstrom": [[0.8, 0.7, 1.0], [0.9, 0.2, 1.8], [-2.5, -0.9, 0.1], [-2.3, -1.1, -1.0], [-0.7, -4.0, 0.5], [-0.1, 0.3, 0.9], [-0.6, 0.8, 0.0], [1.7, 1.3, -0.6], [-1.5, -0.7, 0.6], [0.7, -0.4, -0.7], [1.7, -0.7, 1.3], [2.2, 1.1, 0.8], [0.0, 4.4, -1.4], [1.1, -1.4, 1.0], [1.4, 1.1, -0.7], [2.1, 1.7, -0.3], [-1.9, 1.9, -1.0], [4.5, -3.3, 2.7], [-5.4, 2.3, 2.9], [-1.5, 2.2, -7.5], [-1.7, -3.0, -2.6], [1.7, 6.2, 4.3], [2.5, 4.0, -1.1], [-0.4, -3.8, 2.0], [0.0, 0.5, -2.3], [0.8, 0.2, 2.0], [0.0, 0.7, -0.1], [-0.5, -1.4, 1.3], [0.7, -0.2, -0.4], [1.0, 1.6, -2.6], [-1.5, -5.2, 5.8], [-2.3, 1.2, -1.0], [2.2, 0.9, 0.1], [0.3, -1.5, -1.8], [-2.4, -0.7, -0.7], [1.0, -1.9, -0.6], [-1.2, 0.3, 0.4], [1.4, -1.8, 0.9], [-0.4, -1.2, -2.3], [-1.6, -0.9, -1.9], [0.3, -2.1, 1.3], [1.5, 1.6, 0.8], [-1.2, -2.0, -0.3], [2.5, -0.2, 0.4], [-0.5, 1.5, 1.6], [-1.3, -0.5, 2.1], [-1.4, -1.3, -1.5], [-0.3, 2.2, -0.6], [-1.8, 1.5, 1.2], [-0.3, -2.3, -1.2], [-2.6, 0.8, 0.4], [1.3, 1.6, -1.2], [2.5, 0.5, -0.8], [1.7, -0.9, -1.3], [-0.7, -2.0, 1.3], [-0.4, -2.3, -1.1], [-2.2, 0.4, 0.8], [0.8, 2.0, -1.2], [1.8, -1.2, -0.9], [-1.2, 1.1, -1.7], [2.1, 0.7, -0.9], [0.0, -1.2, 2.4], [-1.0, 2.3, 0.5], [-0.1, -0.1, -0.1], [-0.1, -0.2, 0.1], [0.0, 0.2, 0.0], [0.1, 0.0, -0.1], [0.1, 0.0, 0.0], [0.1, 0.0, 0.0], [0.0, 0.0, 0.1], [0.1, 0.1, 0.0], [-0.1, -0.1, 0.2], [0.0, -0.1, -0.1], [0.0, -0.1, -0.1], [0.0, 0.2, -0.1], [-0.1, -0.1, 0.0], [0.0, 0.1, 0.0], [-0.1, -0.1, 0.0], [0.1, -0.1, -0.1], [-0.3, -0.2, -0.1], [0.1, 0.4, 0.1], [-0.2, -0.2, 0.1], [0.1, 0.1, 0.1], [0.1, 0.0, 0.1], [-0.1, 0.0, 0.0], [0.0, 0.1, 0.1], [-0.2, -0.2, 0.0], [0.1, -0.1, 0.0], [0.1, 0.0, 0.0], [0.0, 0.2, 0.0], [0.0, -0.1, -0.1], [-0.1, 0.1, 0.0], [0.0, 0.0, -0.2], [-0.2, -0.1, 0.0], [-0.1, -0.2, -0.1], [-0.1, 0.2, 0.1], [0.3, 0.0, -0.1], [0.2, 0.0, 0.1], [0.2, 0.0, 0.0], [-0.1, 0.1, -0.1], [0.1, 0.0, 0.1], [-0.2, 0.1, 0.0], [0.0, 0.0, 0.1], [0.0, -0.1, 0.1], [0.2, 0.0, -0.2], [-0.2, 0.0, 0.0], [0.1, 0.0, -0.1], [-0.1, -0.1, -0.1], [0.1, 0.1, 0.0], [0.1, 0.1, 0.0], [0.0, -0.1, 0.0], [-0.2, -0.1, 0.1], [-0.1, 0.0, 0.1], [-0.1, 0.0, 0.1], [0.1, -0.1, 0.0], [-0.1, 0.0, 0.0], [0.3, -0.1, 0.0], [0.0, 0.1, 0.0], [0.0, 0.1, 0.0], [-0.2, -0.1, -0.1], [0.1, 0.0, 0.0], [-0.1, -0.1, -0.1], [0.0, 0.1, -0.1], [-0.1, -0.1, 0.0], [-0.1, 0.0, 0.0], [-0.1, 0.1, 0.0], [0.2, 0.0, -0.1], [0.1, 0.0, 0.1], [0.1, 0.0, 0.1], [-0.1, 0.1, 0.0], [0.1, 0.0, 0.0], [-0.2, 0.2, 0.1], [0.0, -0.1, 0.1], [0.0, -0.1, 0.1], [0.2, 0.0, -0.2], [-0.1, 0.0, 0.0], [0.1, 0.0, -0.1], [-0.1, -0.1, 0.0]], "lowdin_charge": [-0.12, -0.26, -0.04, -0.05, -0.02, -0.17, -0.20, -0.34, -0.13, -0.11, 0.01, 0.02, 0.03, -0.26, -0.07, -0.11, 0.08, -0.43, -0.16, -0.25, -0.23, -0.04, 0.00, -0.27, 0.91, -0.43, -0.18, -0.45, -0.20, -0.23, -0.06, 0.08, 0.08, 0.08, 0.12, 0.10, 0.11, 0.10, 0.11, 0.09, 0.11, 0.14, 0.07, 0.09, 0.08, 0.08, 0.06, 0.08, 0.16, 0.09, 0.09, 0.08, 0.09, 0.08, 0.08, 0.08, 0.06, 0.08, 0.08, 0.08, 0.07, 0.08, 0.07, -0.08, -0.28, -0.16, -0.27, -0.08, 0.08, 0.07, 0.06, 0.11, 0.11, 0.09, 0.12, 0.07, 0.06, 0.08, -0.08, -0.28, -0.18, -0.27, -0.08, 0.06, 0.07, 0.07, 0.11, 0.10, 0.11, 0.10, 0.06, 0.08, 0.08, -0.07, -0.27, -0.17, -0.27, -0.09, 0.08, 0.08, 0.05, 0.11, 0.10, 0.11, 0.12, 0.06, 0.07, 0.08, -0.08, -0.28, -0.16, -0.28, -0.08, 0.08, 0.08, 0.06, 0.11, 0.10, 0.10, 0.12, 0.07, 0.08, 0.08, -0.08, -0.28, -0.18, -0.27, -0.08, 0.09, 0.08, 0.06, 0.11, 0.11, 0.10, 0.12, 0.06, 0.08, 0.08]}